1) C5H8ClNO | wB97M-V/def2-TZVPD

Structure (XYZ):
```
16
Properties=species:S:1:pos:R:3:mulliken_charge:R:1
H 0.96677 -1.76804 0.64323 0.454
N 1.82705 0.22432 0.26666 -0.676
O -1.37922 -0.93396 1.69599 -0.524
Cl -2.21804 -0.80398 -1.07234 -0.210
H -1.92426 1.29167 -0.03762 0.375
H 2.73111 -0.24045 0.21592 0.250
H -0.40035 0.89133 -2.22624 0.399
H -0.99352 -1.12975 2.56042 0.353
C -0.08869 0.88963 -1.19914 -1.021
C 0.72720 -0.72579 0.41959 -0.095
H 1.46967 -0.67995 -1.73493 0.411
C -0.53054 -0.08302 0.98276 -0.222
H 0.27217 1.91105 -0.93376 0.291
C 1.01687 -0.12453 -0.90081 0.020
C -1.23674 0.48158 -0.26395 -0.066
H -0.23949 0.79988 1.58423 0.259
```

Properties
LUMO energy ... 0.84 eV
Structure (SMILES) ... O[C@H]1[C@@H]2N[C@@H]2C[C@H]1Cl



2) C5H8ClNO | wB97M-V/def2-TZVPD

Structure (XYZ):
```
16
Properties=species:S:1:pos:R:3:mulliken_charge:R:1
H 0.44962 -1.62429 1.89874 0.373
H 1.83602 -0.84648 0.04370 0.289
H -2.28258 0.51526 -0.19731 0.312
Cl 0.35227 -0.91045 -2.36800 -0.207
C 1.42850 -0.06961 0.71837 -0.428
C -1.23477 0.18197 -0.33985 -0.404
H -0.60140 -1.70655 0.01393 0.341
H 2.16028 0.18269 1.49147 0.339
H -0.16349 0.08257 2.16383 0.314
N -0.89925 -0.92703 0.54164 -0.370
H -1.17565 0.85530 -2.48059 0.403
O 1.11749 1.07328 0.01630 -0.394
C -0.14613 1.22935 -0.55386 -0.195
C 0.18590 -0.66785 1.42663 -0.605
H -0.39523 2.29123 -0.66262 0.387
C -0.63159 0.34060 -1.71239 -0.156
```

Properties
LUMO energy ... 0.88 eV
Structure (SMILES) ... Cl[C@H]1[C@H]2NCCO[C@@H]12



Which structure is the most stable? The one labeled 1).



1) C4H13NO3 | wB97M-V/def2-TZVPD

Structure (XYZ):
```
21
Properties=species:S:1:pos:R:3:mulliken_charge:R:1
H 1.08243 -0.89797 1.07227 0.319
O -2.55751 1.77118 1.02022 -0.542
O 5.37602 -0.90584 0.27116 -0.638
H 0.33946 2.63104 -1.37525 0.323
H -2.13126 1.00439 -1.69048 0.270
H -1.46482 -1.73642 -0.28976 0.255
H -2.96908 -0.04213 0.61918 0.357
N -0.68258 -1.13429 -0.30191 -0.336
C 0.51748 -1.58117 0.41461 -0.875
C -2.08309 0.46208 0.90522 -0.667
H 0.03841 0.81717 0.41402 0.188
O -0.64547 2.39041 -1.25313 -0.535
H 0.38979 -2.42423 1.26755 0.268
H 5.53239 -1.46612 0.98046 0.308
C -0.86758 0.23915 -0.07698 0.746
H 1.28053 -1.95889 -0.33945 0.261
C -1.07254 1.00889 -1.35311 -1.034
H -0.59941 0.37783 -2.17343 0.373
H 4.61716 -1.19832 -0.30849 0.329
H -1.75216 0.26630 1.92943 0.296
H -2.34815 2.37694 0.26787 0.332
```

Properties
LUMO energy ... 0.52 eV
Structure (SMILES) ... CNC(CO)CO.O



2) C4H13NO3 | wB97M-V/def2-TZVPD

Structure (XYZ):
```
21
Properties=species:S:1:pos:R:3:mulliken_charge:R:1
H -1.02557 -1.25488 0.77883 0.357
C -0.04925 -1.81605 -1.56741 -1.394
H -0.03278 -0.99455 2.86776 0.284
H 2.28358 -0.54216 0.16350 0.307
H -0.89821 0.71762 -0.40746 0.299
C 0.73948 -1.70535 -0.25128 0.558
O -0.69814 1.35687 1.49296 -0.548
H -1.08622 -1.53093 -1.44096 0.367
H 1.07794 -2.67317 0.10650 0.382
H -2.01479 4.87032 -1.36874 0.317
O 1.96662 -1.01299 -0.61439 -0.580
H -0.93887 3.91195 -1.61738 0.317
H 1.37884 -0.40528 2.25044 0.271
C -0.00705 -0.85629 0.78199 -0.564
H -0.53636 1.08448 2.39842 0.293
H -0.02242 -2.82444 -1.94655 0.333
C -0.17183 0.62476 0.39811 -0.207
O -1.80972 4.14453 -1.97311 -0.633
N 0.61811 -1.05023 2.09593 -0.632
H 0.47714 -1.19801 -2.28697 0.318
H 0.74953 1.15382 0.13980 0.153
```

Properties
LUMO energy ... 0.56 eV
Structure (SMILES) ... C[C@@H](O)[C@@H](N)CO.O



3) C4H13NO3 | wB97M-V/def2-TZVPD

Structure (XYZ):
```
21
Properties=species:S:1:pos:R:3:mulliken_charge:R:1
H 1.05136 0.71033 2.71178 0.327
H -1.60430 0.56946 1.39392 0.367
H 1.26573 1.16006 -1.06348 0.254
O 1.20626 1.58819 2.34341 -0.635
H 0.31155 -2.22304 -0.45425 0.309
H 1.99476 1.98078 2.72174 0.283
C 0.79887 -1.33361 -0.85326 -0.043
H 0.12390 0.86728 0.90473 0.247
O -1.15264 -2.51157 2.00487 -0.653
H -0.59594 -0.69769 -2.41007 0.435
C 0.74311 0.86386 -1.98751 -1.188
H 1.53426 0.39965 -2.58256 0.376
H -1.81233 -2.03075 1.49113 0.333
N -1.25884 0.05953 -0.59857 -0.267
H -0.54228 -2.68346 1.29292 0.316
C -0.91278 0.87425 0.62367 -0.883
H 0.31127 1.64205 -2.59945 0.341
H -1.11256 1.91109 0.35664 0.354
C -0.18155 -0.27206 -1.48410 -0.044
O 1.98677 -1.18706 -0.83232 -0.487
H -2.15465 0.31270 -0.97924 0.258
```

Properties
LUMO energy ... 0.66 eV
Structure (SMILES) ... CN[C@@H](C)C=O.O.O



4) C4H13NO3 | wB97M-V/def2-TZVPD

Structure (XYZ):
```
21
Properties=species:S:1:pos:R:3:mulliken_charge:R:1
H -0.14939 2.40071 -0.33268 0.318
H -2.34508 -0.40385 1.09423 0.287
N 0.40858 -0.08265 0.98122 -0.407
O 1.43806 -1.56658 -0.58083 -0.555
O -2.75970 -0.37631 -0.91713 -0.509
H 2.91826 1.24928 -1.62277 0.283
H 0.57366 -2.20475 1.20730 0.355
H -2.73130 0.57798 -0.94813 0.318
H -1.82693 2.09570 -0.34440 0.497
C -0.91458 1.78219 0.16141 -1.541
C -1.81055 -0.60945 0.15878 -0.623
H 2.26703 -0.11419 -1.06455 0.353
H -0.24740 0.08457 -1.01041 0.170
C -0.58385 0.32364 0.00733 0.756
H 1.67034 -2.46817 -0.78034 0.259
O 2.50203 0.82477 -0.87820 -0.630
H -1.04489 2.07652 1.20770 0.338
H 2.02712 -1.24482 1.36155 0.365
C 1.09381 -1.32530 0.80294 -0.605
H -1.51275 -1.65548 0.18942 0.292
H 1.02754 0.63619 1.30756 0.281
```

Properties
LUMO energy ... 0.60 eV
Structure (SMILES) ... C[C@H](CO)NCO.O



Which structure is the most stable? The one labeled 4).



1) C4H13NO3 | wB97M-V/def2-TZVPD

Structure (XYZ):
```
21
Properties=species:S:1:pos:R:3:mulliken_charge:R:1
H 1.37253 1.40843 -1.29426 0.236
H 3.62206 0.30841 0.71000 0.336
H 0.64366 1.45897 2.64737 0.387
H -0.49194 1.48192 1.30185 0.372
H 0.11561 -0.03863 1.96763 0.305
N 1.18619 0.67109 -0.63810 -0.114
C 2.68931 0.08198 1.23455 -1.334
H -2.65791 0.19831 -2.01539 0.316
O -2.47572 1.07912 -1.67394 -0.631
H 2.44895 -0.94090 0.97263 0.358
H -2.47952 -1.37715 0.33024 0.322
C 0.37634 0.98224 1.69992 -1.416
H -3.21071 -2.30694 -0.57595 0.322
H 0.81579 -0.61960 -2.16498 0.413
O 0.49615 -1.48182 -0.35579 -0.588
O -3.37951 -1.61742 0.07485 -0.654
C 0.82384 -0.54965 -1.06205 -0.087
H 2.86730 0.20710 2.29413 0.365
C 1.56075 0.99976 0.74676 0.411
H 1.95043 2.01081 0.72652 0.365
H -3.01086 1.10138 -0.86511 0.316
```

Properties
LUMO energy ... 0.68 eV
Structure (SMILES) ... CC(C)NC=O.O.O



2) C4H13NO3 | wB97M-V/def2-TZVPD

Structure (XYZ):
```
21
Properties=species:S:1:pos:R:3:mulliken_charge:R:1
H 1.57079 2.03069 0.55181 0.308
C -1.76283 0.89238 -1.04794 -1.056
H -2.71491 0.52200 -0.67365 0.298
H 0.68027 -2.98514 -0.35071 0.330
H -1.44992 0.25046 -1.86426 0.399
H -0.40771 -0.99337 1.28801 0.363
H 0.50399 2.33204 -1.23508 0.278
H -0.08204 1.73055 1.72182 0.281
O -0.90550 -1.61473 1.83528 -0.645
H 1.72687 -1.89193 -0.31324 0.317
N -0.76337 0.75089 0.01188 0.023
H -1.80318 1.99810 1.30951 0.350
C 1.66308 1.28530 -0.22088 -0.880
H 2.59025 1.18686 -0.76437 0.327
C -0.79103 1.90543 0.92138 -1.209
H -0.62661 2.81534 0.32127 0.506
H -1.84280 1.93444 -1.38970 0.321
C 0.53506 0.49393 -0.58030 0.711
O 1.51208 -2.74814 0.07126 -0.636
O 0.54062 -0.49100 -1.30939 -0.706
H -0.22729 -2.23351 2.13268 0.318
```

Properties
LUMO energy ... -1.36 eV



Which structure is the most stable? The one labeled 1).



1) C4H11N2 | wB97M-V/def2-TZVPD

Structure (XYZ):
```
17
Properties=species:S:1:pos:R:3:mulliken_charge:R:1
H 2.66203 0.87565 -1.46664 0.347
H 2.36866 -2.17869 1.35159 0.296
H 1.92995 1.65675 0.01454 0.303
H -0.65155 0.49587 -0.87174 0.116
H 0.94876 -1.36601 0.29689 0.216
N -0.89528 -0.29606 -0.22498 -0.459
C -2.08916 -0.40301 0.18468 0.063
H 3.73529 -0.27834 0.54560 0.339
N 2.67312 -0.33916 0.29558 -0.048
C 1.98521 -1.40965 0.68675 -0.002
H 1.18863 0.29100 -1.06992 0.307
C -3.18935 0.65883 0.10725 -1.075
H -2.78949 1.68440 -0.08779 0.286
H -3.91974 0.79632 0.90998 0.321
H -2.18973 -1.34685 0.70224 0.397
C 2.01170 0.64732 -0.60668 -0.718
H -3.77907 0.51163 -0.76736 0.311
```

Properties
LUMO energy ... -4.99 eV
Total charge ... +1



2) C4H11N2 | wB97M-V/def2-TZVPD

Structure (XYZ):
```
17
Properties=species:S:1:pos:R:3:mulliken_charge:R:1
H 0.53892 0.18847 -1.83330 0.228
H 1.81243 -0.69525 1.60460 0.258
H 1.41617 -1.12189 -0.20171 0.135
N -0.55611 0.53520 -0.06180 0.345
H -0.45650 -1.94018 -0.79508 0.300
H 2.91733 -0.26368 0.36798 0.384
H -1.31294 1.80078 1.29805 0.208
H -0.96175 -1.71370 0.95894 0.328
N -1.48625 1.43841 0.42194 -0.616
C -1.17132 -1.41470 -0.06413 -0.549
C 1.87834 -0.42063 0.49353 -0.961
H -2.06547 -1.18592 -0.60081 0.354
H -2.48101 1.34466 0.14627 0.254
H 1.00680 1.62740 0.76783 0.519
C 0.29286 0.95113 -1.13311 -0.271
C 0.83902 0.74452 0.22204 -0.183
H 0.08689 1.80914 -1.68212 0.265
```

Properties
LUMO energy ... -4.58 eV
Total charge ... +1



Which structure is the most stable? The one labeled 1).



1) C4H11N2 | wB97M-V/def2-TZVPD

Structure (XYZ):
```
17
Properties=species:S:1:pos:R:3:mulliken_charge:R:1
H 0.83190 2.31756 0.13739 0.360
C 0.27486 -0.09293 1.04492 -0.372
H -1.96882 -1.24102 1.69251 0.233
H 0.65781 1.96586 -1.49443 0.459
H -0.57680 2.30169 -0.36583 0.374
H -0.81091 -1.29893 -1.07768 0.420
C 1.35650 -0.54439 0.23518 -0.550
H -0.04732 -0.15703 -2.28340 0.392
C 0.16357 0.34305 -0.30943 0.398
N -1.27232 -1.85161 1.31322 -0.492
N 0.27707 1.76531 -0.45934 -0.187
C -0.70045 -0.29419 -1.33847 -1.391
H 1.57014 -1.61256 -0.12049 0.277
H -0.78263 -2.36664 1.97435 0.227
H 2.37351 0.00451 0.45983 0.224
H 0.38534 0.49896 1.96665 0.295
H -1.73147 0.26236 -1.37497 0.331
```

Properties
LUMO energy (spin up / spin down) ... -3.96 / -4.17 eV
Total charge ... +1



2) C4H11N2 | wB97M-V/def2-TZVPD

Structure (XYZ):
```
17
Properties=species:S:1:pos:R:3:mulliken_charge:R:1
H 1.63052 1.54144 0.23762 0.333
C -0.42348 1.43020 -0.36670 -0.319
H -0.73159 -0.45400 -1.22733 0.399
H 1.67042 -1.79913 -0.27374 0.380
H -2.24517 -1.58177 -0.09400 0.341
C 1.86988 -0.75870 -0.25533 -1.345
H -2.66962 -0.08145 0.28658 0.364
H 0.01772 1.62676 -1.40832 0.299
H -1.25304 2.04581 -0.19584 0.340
H 1.76772 -0.37599 -1.23378 0.419
C -1.86824 -0.74870 0.42083 -0.771
H 2.67873 -0.55260 0.36914 0.434
C 0.65269 -0.11224 0.49462 -0.103
N -0.68781 -0.12181 -0.23977 -0.023
H -1.51268 -0.91986 1.41435 0.298
H 0.43885 -0.45641 1.53231 0.328
N 0.66510 1.31848 0.53935 -0.376
```

Properties
LUMO energy ... -3.28 eV
Total charge ... +1
Structure (SMILES) ... C[C@H]1NC[N@@H+]1C



Which structure is the most stable? The one labeled 2).



1) C4H11N2 | wB97M-V/def2-TZVPD

Structure (XYZ):
```
17
Properties=species:S:1:pos:R:3:mulliken_charge:R:1
C -1.18936 1.86345 -0.39684 -1.166
N 0.70531 -0.33972 0.00392 -0.076
N 2.42774 -1.13497 1.32362 -0.313
H 0.76512 0.62821 0.27270 0.217
C 1.49173 -1.29093 0.41175 0.224
H -0.95270 -1.57653 -0.53866 0.396
H -0.25214 2.03900 -0.92318 0.395
H -2.04032 2.36910 -0.85119 0.319
H -2.54406 0.15018 -0.86905 0.394
H -1.96332 0.10165 0.66877 0.360
C -0.51287 -0.60131 -0.75720 -0.606
H 2.73207 -0.21105 1.59738 0.230
H -1.11316 2.26655 0.61537 0.333
H 2.92954 -1.90143 1.76351 0.254
C -1.61759 0.37210 -0.33404 -0.587
H 1.49375 -2.22073 -0.14986 0.363
H -0.35974 -0.51357 -1.83701 0.263
```

Properties
LUMO energy ... -3.81 eV
Total charge ... +1
Structure (SMILES) ... CCCNC=[NH2+]



2) C4H11N2 | wB97M-V/def2-TZVPD

Structure (XYZ):
```
17
Properties=species:S:1:pos:R:3:mulliken_charge:R:1
H -1.49658 0.13971 -1.85009 0.371
H -0.72832 1.85752 -0.52539 0.360
H -1.56341 1.19207 0.58613 0.326
N -0.63576 1.25392 0.35165 -0.452
C -1.58776 -0.48369 -0.84000 -1.446
H -1.53773 -1.54101 -1.07097 0.356
C 2.10534 -0.01604 -0.38299 -0.907
H -2.58746 -0.35899 -0.38063 0.472
C -0.34661 -0.28418 -0.02344 1.082
H 2.80932 -0.18638 0.33505 0.327
N 0.90599 -0.69150 -0.27704 -0.277
H 0.53946 -0.43715 2.10334 0.307
H 1.92800 1.00279 -0.45099 0.379
H -0.12013 -2.02028 1.46262 0.260
C -0.00991 -0.92146 1.28309 -0.764
H 2.55446 -0.34654 -1.34531 0.308
H -0.22888 1.84124 1.02496 0.297
```

Properties
LUMO energy ... -3.51 eV
Total charge ... +1
Structure (SMILES) ... CN1C[C@@]1(C)[NH3+]



3) C4H11N2 | wB97M-V/def2-TZVPD

Structure (XYZ):
```
17
Properties=species:S:1:pos:R:3:mulliken_charge:R:1
C -1.06247 -1.02747 0.23932 -0.149
H -2.46283 0.14226 0.94830 0.295
H -3.39539 1.17037 -0.79675 0.292
H 1.14314 1.25512 -1.28301 0.179
C -2.38127 0.67074 -1.01036 -0.779
N 1.37506 -0.06729 0.17582 -0.179
H 1.64337 -1.39169 1.61060 0.215
H -0.85053 -1.59808 1.12065 0.317
C 1.83514 0.81605 -0.58215 -0.287
H 3.28714 -0.80518 0.88038 0.337
N -1.93215 -0.08479 0.12450 -0.018
H -0.53789 -1.33917 -0.67074 0.309
H -1.64271 1.47917 -1.22834 0.306
H 2.25404 0.18816 1.93665 0.353
H -2.36318 0.11730 -1.87951 0.352
C 2.25522 -0.60971 1.16017 -0.828
H 2.83529 1.08421 -0.74552 0.285
```

Properties
LUMO energy ... -4.42 eV
Total charge ... +1



Which structure is the most stable? The one labeled 1).